(1)
C4H8O2 | wB97M-V/def2-TZVPD

Calculated values
* orbital gap (spin up / spin down): 0.2851 / 0.2850 hartree
* energy relative to the best compared isomer or geometry (same formula, charge and spin): 504.29 kJ/mol
* E: -307.520355 hartree
* LUMO level (spin up / spin down): -0.05 / -0.05 eV

Cartesian coordinates (Å):
C1 -0.69381 -1.08370 0.64597
C2 0.07124 1.04745 -0.19103
C3 1.22880 0.28620 -0.59752
O1 1.14512 -1.03281 0.15404
C4 -1.08558 1.13990 -1.01066
O2 -2.17746 1.56996 -0.64877
H1 -1.26187 -0.31896 1.15899
H2 -0.41566 -1.92910 1.27107
H3 -1.13088 -1.37574 -0.30047
H4 0.10704 1.64640 0.71553
H5 1.21467 -0.01831 -1.64702
H6 2.21050 0.69382 -0.34097
H7 1.60833 -0.90055 1.00065
H8 -0.96731 0.69745 -2.03265

Listed below, in e, are the natural (NBO) charges computed for each atom: number 1, C, carries -0.2892; number 2, C, carries -0.4759; number 3, C, carries -0.1387; number 4, O, carries -0.6340; number 5, C, carries 0.3350; number 6, O, carries -0.6199; number 7, H, carries 0.2264; number 8, H, carries 0.1836; number 9, H, carries 0.2117; number 10, H, carries 0.2158; number 11, H, carries 0.2062; number 12, H, carries 0.2007; number 13, H, carries 0.4903; number 14, H, carries 0.0880

=====

(2)
C4H8O2 | wB97M-V/def2-TZVPD

Calculated values
* orbital gap: 0.3605 hartree
* SMILES: C=CO.C=CO
* energy relative to the best compared isomer or geometry (same formula, charge and spin): 380.92 kJ/mol
* E: -307.567346 hartree
* LUMO level: 0.68 eV

Cartesian coordinates (Å):
C1 -1.63397 1.72204 -0.03261
C2 -2.56235 0.85967 -0.50435
O1 -2.02546 -0.29370 -1.10628
H1 -1.97358 2.71240 0.37491
H2 -0.73516 1.22772 0.36173
H3 -3.67951 0.86878 -0.68912
H4 -2.79465 -0.68116 -1.65371
C3 1.83689 -1.97536 0.31337
C4 2.06743 -0.78462 0.96142
O2 2.47216 0.55143 0.46807
H5 1.67284 -2.72152 1.05924
H6 2.09250 -2.29164 -0.73561
H7 1.91703 -0.86496 2.06364
H8 1.67892 0.75818 -0.10248

Listed below, in e, are the natural (NBO) charges computed for each atom: number 1, C, carries -0.5291; number 2, C, carries 0.1419; number 3, O, carries -0.6988; number 4, H, carries 0.2151; number 5, H, carries 0.2139; number 6, H, carries 0.1814; number 7, H, carries 0.4752; number 8, C, carries -0.4822; number 9, C, carries 0.1210; number 10, O, carries -0.7151; number 11, H, carries 0.2072; number 12, H, carries 0.2174; number 13, H, carries 0.1691; number 14, H, carries 0.4830

=====

(3)
C4H8O2 | wB97M-V/def2-TZVPD

Calculated values
* orbital gap (spin up / spin down): 0.2939 / 0.2762 hartree
* energy relative to the best compared isomer or geometry (same formula, charge and spin): 582.06 kJ/mol
* E: -307.490735 hartree
* LUMO level (spin up / spin down): 0.51 / 0.29 eV

Cartesian coordinates (Å):
O1 2.07140 -0.40752 0.69125
C1 1.48251 -0.15253 -0.60354
C2 0.08155 0.26732 -0.44244
O2 -0.02130 1.39193 0.48512
C3 -0.99510 -0.66027 -0.05017
C4 -1.75901 0.56996 -0.07030
H1 1.59283 -1.17214 1.04802
H2 1.52507 -1.03751 -1.24782
H3 2.11419 0.63737 -1.00902
H4 0.56841 1.17701 1.24121
H5 -1.01740 -1.13863 0.93133
H6 -1.32065 -1.39501 -0.78548
H7 -2.07219 0.97185 -1.00707
H8 -2.25030 0.94816 0.81890

Listed below, in e, are the natural (NBO) charges computed for each atom: number 1, O, carries -0.7274; number 2, C, carries -0.1178; number 3, C, carries 0.0599; number 4, O, carries -0.6987; number 5, C, carries -0.5412; number 6, C, carries -0.0964; number 7, H, carries 0.4599; number 8, H, carries 0.1740; number 9, H, carries 0.1903; number 10, H, carries 0.4627; number 11, H, carries 0.1811; number 12, H, carries 0.2427; number 13, H, carries 0.2146; number 14, H, carries 0.1963

=====

(4)
C4H8O2 | wB97M-V/def2-TZVPD

Calculated values
* orbital gap: 0.3459 hartree
* SMILES: C1=COCCO1.[H][H]
* energy relative to the best compared isomer or geometry (same formula, charge and spin): 273.56 kJ/mol
* E: -307.608237 hartree
* LUMO level: 1.05 eV

Cartesian coordinates (Å):
C1 -0.69701 -0.80211 1.39202
C2 -1.30902 0.13653 0.66851
O1 -0.65679 0.97076 -0.20272
C3 0.74495 0.95365 0.01077
C4 1.23634 -0.47816 0.17287
O2 0.64054 -1.07941 1.31001
H1 -1.22095 -1.42509 2.10646
H2 -2.37539 0.31794 0.71909
H3 0.98423 1.52894 0.91581
H4 1.20482 1.43435 -0.85655
H5 2.31813 -0.51138 0.32703
H6 0.98030 -1.05619 -0.72617
H7 -0.91220 0.01446 -2.54660
H8 -0.93795 -0.00429 -3.29052

Listed below, in e, are the natural (NBO) charges computed for each atom: number 1, C, carries 0.0190; number 2, C, carries 0.0112; number 3, O, carries -0.4990; number 4, C, carries -0.1021; number 5, C, carries -0.1018; number 6, O, carries -0.4942; number 7, H, carries 0.2033; number 8, H, carries 0.2039; number 9, H, carries 0.1824; number 10, H, carries 0.2006; number 11, H, carries 0.1993; number 12, H, carries 0.1817; number 13, H, carries 0.0062; number 14, H, carries -0.0105

=====

(5)
C4H8O2 | wB97M-V/def2-TZVPD

Calculated values
* orbital gap: 0.3797 hartree
* energy relative to the best compared isomer or geometry (same formula, charge and spin): 384.39 kJ/mol
* E: -307.566023 hartree
* LUMO level: 0.62 eV

Cartesian coordinates (Å):
C1 1.35038 -0.55290 -0.41582
C2 0.05324 -0.26627 0.44424
C3 -1.36751 -0.78511 0.00740
C4 -0.65408 1.10143 0.03767
H1 1.85843 1.43084 0.22544
H2 1.02338 -0.59365 -1.43499
H3 1.68398 -1.53094 -0.25427
H4 0.16854 -0.39957 1.53233
H5 -1.30519 -1.69568 -0.58709
H6 -2.23553 -1.00075 0.77086
H7 -1.07598 1.51638 1.01132
H8 -0.20743 1.94337 -0.50578
O1 2.36327 0.36648 -0.14389
O2 -1.65549 0.46635 -0.68742

Listed below, in e, are the natural (NBO) charges computed for each atom: number 1, C, carries -0.0571; number 2, C, carries -0.2773; number 3, C, carries -0.0731; number 4, C, carries -0.0764; number 5, H, carries 0.4567; number 6, H, carries 0.1549; number 7, H, carries 0.1780; number 8, H, carries 0.2094; number 9, H, carries 0.1822; number 10, H, carries 0.1867; number 11, H, carries 0.1545; number 12, H, carries 0.1847; number 13, O, carries -0.6905; number 14, O, carries -0.5325

=====

(6)
C4H8O2 | wB97M-V/def2-TZVPD

Calculated values
* orbital gap: 0.3968 hartree
* SMILES: CC1OCCO1
* energy relative to the best compared isomer or geometry (same formula, charge and spin): 177.86 kJ/mol
* E: -307.644687 hartree
* LUMO level: 1.09 eV

Cartesian coordinates (Å):
C1 -1.86779 -0.18734 0.34587
C2 -0.52454 -0.74409 -0.20474
O1 -0.12311 0.28788 -1.07059
C3 0.92382 0.95171 -0.42764
C4 1.60484 -0.20373 0.28582
O2 0.47533 -0.89557 0.80958
H1 -2.02697 -0.40677 1.40329
H2 -2.72648 -0.44635 -0.29021
H3 -1.84339 0.93595 0.26657
H4 -0.37051 -1.67915 -0.81321
H5 1.45180 1.39029 -1.26375
H6 0.60122 1.72290 0.30208
H7 2.26537 0.08991 1.10166
H8 2.16042 -0.81562 -0.44474

Listed below, in e, are the natural (NBO) charges computed for each atom: number 1, C, carries -0.6504; number 2, C, carries 0.3533; number 3, O, carries -0.5325; number 4, C, carries -0.1036; number 5, C, carries -0.1021; number 6, O, carries -0.5316; number 7, H, carries 0.2211; number 8, H, carries 0.2221; number 9, H, carries 0.2232; number 10, H, carries 0.1721; number 11, H, carries 0.1994; number 12, H, carries 0.1646; number 13, H, carries 0.1972; number 14, H, carries 0.1671

=====

(7)
C4H8O2 | wB97M-V/def2-TZVPD

Calculated values
* orbital gap: 0.3278 hartree
* SMILES: CCOC=C=O.[H][H]
* energy relative to the best compared isomer or geometry (same formula, charge and spin): 337.69 kJ/mol
* E: -307.583812 hartree
* LUMO level: 0.54 eV

Cartesian coordinates (Å):
C1 1.91462 1.08946 0.26501
C2 0.54120 0.50199 0.00859
O1 0.02403 0.07755 1.25801
C3 -1.22026 -0.49402 1.22919
C4 -2.06642 -0.65221 0.22938
O2 -2.87344 -0.85595 -0.60425
H1 2.57213 0.33615 0.70929
H2 1.84406 1.93581 0.95488
H3 2.36251 1.43573 -0.67140
H4 -0.13404 1.25135 -0.43452
H5 0.59760 -0.35563 -0.67962
H6 -1.57858 -0.84293 2.18812
H7 -0.68994 -1.90371 -2.31927
H8 -1.29347 -1.52359 -2.13341

Listed below, in e, are the natural (NBO) charges computed for each atom: number 1, C, carries -0.6211; number 2, C, carries -0.0698; number 3, O, carries -0.4933; number 4, C, carries -0.1838; number 5, C, carries 0.6028; number 6, O, carries -0.4600; number 7, H, carries 0.2164; number 8, H, carries 0.2163; number 9, H, carries 0.2160; number 10, H, carries 0.1688; number 11, H, carries 0.1743; number 12, H, carries 0.2390; number 13, H, carries -0.0106; number 14, H, carries 0.0049

=====

(8)
C4H8O2 | wB97M-V/def2-TZVPD

Calculated values
* orbital gap: 0.4048 hartree
* SMILES: C[C@@H](O)CC=O
* energy relative to the best compared isomer or geometry (same formula, charge and spin): 157.65 kJ/mol
* E: -307.652386 hartree
* LUMO level: 1.03 eV

Cartesian coordinates (Å):
C1 -1.75355 -0.23707 -0.23406
C2 -0.30811 0.10164 -0.55671
O1 -0.04835 1.42348 -0.06544
C3 0.74063 -0.81246 0.13949
C4 1.58916 0.24369 0.82728
O2 2.41743 0.88684 0.20559
H1 -2.40631 0.55829 -0.60817
H2 -2.05731 -1.17761 -0.70890
H3 -1.89817 -0.32584 0.84899
H4 -0.17089 0.10420 -1.64474
H5 0.85763 1.65175 -0.37381
H6 1.38214 -1.35815 -0.56051
H7 0.28122 -1.51941 0.84321
H8 1.37449 0.46066 1.88779

Listed below, in e, are the natural (NBO) charges computed for each atom: number 1, C, carries -0.6198; number 2, C, carries 0.1057; number 3, O, carries -0.7249; number 4, C, carries -0.5432; number 5, C, carries 0.4758; number 6, O, carries -0.5929; number 7, H, carries 0.2264; number 8, H, carries 0.2141; number 9, H, carries 0.2089; number 10, H, carries 0.1737; number 11, H, carries 0.4933; number 12, H, carries 0.2354; number 13, H, carries 0.2157; number 14, H, carries 0.1317

=====

Please write out number 6 again, unchanged.
C4H8O2 | wB97M-V/def2-TZVPD

Calculated values
* orbital gap: 0.3968 hartree
* SMILES: CC1OCCO1
* energy relative to the best compared isomer or geometry (same formula, charge and spin): 177.86 kJ/mol
* E: -307.644687 hartree
* LUMO level: 1.09 eV

Cartesian coordinates (Å):
C1 -1.86779 -0.18734 0.34587
C2 -0.52454 -0.74409 -0.20474
O1 -0.12311 0.28788 -1.07059
C3 0.92382 0.95171 -0.42764
C4 1.60484 -0.20373 0.28582
O2 0.47533 -0.89557 0.80958
H1 -2.02697 -0.40677 1.40329
H2 -2.72648 -0.44635 -0.29021
H3 -1.84339 0.93595 0.26657
H4 -0.37051 -1.67915 -0.81321
H5 1.45180 1.39029 -1.26375
H6 0.60122 1.72290 0.30208
H7 2.26537 0.08991 1.10166
H8 2.16042 -0.81562 -0.44474

Listed below, in e, are the natural (NBO) charges computed for each atom: number 1, C, carries -0.6504; number 2, C, carries 0.3533; number 3, O, carries -0.5325; number 4, C, carries -0.1036; number 5, C, carries -0.1021; number 6, O, carries -0.5316; number 7, H, carries 0.2211; number 8, H, carries 0.2221; number 9, H, carries 0.2232; number 10, H, carries 0.1721; number 11, H, carries 0.1994; number 12, H, carries 0.1646; number 13, H, carries 0.1972; number 14, H, carries 0.1671

=====

Q: What is the energy relative to the best compared isomer or geometry (same formula, charge and spin) in the seventh record?
A: 337.69 kJ/mol

=====

Q: What is the formula in the sixth record?
A: C4H8O2